{"formula": "C7H22AgO7", "method": "ωB97M-V/def2-TZVPD", "largest_force_ev_per_a": 3.442, "orbital_gap_ev": 6.92, "total_charge": 1, "species": ["Ag", "C", "O", "H", "H", "H", "H", "C", "C", "O", "O", "H", "H", "H", "H", "H", "H", "C", "C", "O", "O", "H", "H", "H", "H", "H", "H", "C", "C", "O", "O", "H", "H", "H", "H", "H", "H"], "xyz": [[0.193699, 0.086242, -0.675185], [-3.543285, -1.774801, -3.106475], [-3.276486, -0.827491, -2.106114], [-3.418291, -2.756152, -2.648832], [-4.565162, -1.580030, -3.431943], [-2.852401, -1.689165, -3.945177], [-4.081042, -0.760659, -1.586666], [-1.483322, 3.384335, 3.432871], [-2.518427, 2.411769, 4.083650], [-1.858577, 1.214716, 4.366636], [-0.870843, 2.923145, 2.175511], [-0.586845, 3.515331, 4.038902], [-1.887439, 4.375361, 3.226336], [-3.310532, 2.178978, 3.371977], [-2.926276, 2.761452, 5.032064], [-1.518991, 0.777097, 3.582561], [-0.467339, 3.662460, 1.714848], [1.978393, -0.177664, -4.682202], [2.239449, 1.332363, -4.419123], [1.132800, 1.784428, -3.659446], [2.053485, -0.902891, -3.529602], [2.745767, -0.501422, -5.385356], [1.094697, -0.379753, -5.287463], [2.153608, 1.986638, -5.286674], [3.109927, 1.536516, -3.795681], [1.158040, 2.744092, -3.657560], [1.870057, -1.822712, -3.734259], [2.531093, -1.763606, 2.949383], [1.485460, -2.905741, 2.683659], [0.254164, -2.390529, 2.174851], [3.036241, -1.260900, 1.746212], [3.384257, -2.266257, 3.404955], [2.109890, -1.052528, 3.660061], [1.273819, -3.330679, 3.664847], [1.920267, -3.693508, 2.068461], [-0.390511, -3.089408, 2.042325], [3.830655, -1.749029, 1.517645]], "forces_ev_per_angstrom": [[0.2, -0.1, -0.2], [-0.4, -0.4, 0.0], [0.8, 1.0, 0.7], [-0.3, -0.4, -0.4], [0.0, -0.6, -0.5], [0.0, 0.3, 0.1], [0.1, 0.2, 0.2], [0.7, 0.8, -0.3], [1.5, 0.1, -1.8], [0.4, -1.1, 1.0], [-1.1, -1.1, 0.1], [-0.5, 0.0, 0.8], [-0.4, 0.0, 0.2], [-0.4, 0.5, 0.0], [0.1, 0.4, -0.3], [-0.1, 0.3, -0.2], [-0.2, 0.2, 0.3], [1.3, 1.8, -2.6], [-1.4, -0.6, 0.3], [-1.2, 0.2, 1.3], [-0.4, -0.8, 2.1], [0.6, 0.0, 0.0], [-0.7, 0.5, 0.5], [1.0, -0.8, -0.7], [0.6, -0.4, -0.6], [-0.1, 0.1, 0.1], [0.1, -0.1, 0.1], [-0.5, -2.6, -0.3], [0.2, 0.8, 1.2], [0.4, 0.7, -0.6], [-0.3, 1.3, -0.9], [-0.3, -0.1, 0.8], [0.1, 0.5, -0.5], [0.1, -0.2, 0.2], [0.0, 0.1, -0.3], [0.1, -0.2, 0.1], [0.0, 0.1, 0.0]], "nbo_charge": [0.9678, -0.2464, -0.7464, 0.1647, 0.1793, 0.1804, 0.4742, -0.0901, -0.0808, -0.7183, -0.7778, 0.1796, 0.1729, 0.1652, 0.2072, 0.4687, 0.4766, -0.0845, -0.0862, -0.7563, -0.7278, 0.1670, 0.1731, 0.1908, 0.1791, 0.4752, 0.4829, -0.0809, -0.0876, -0.7539, -0.7348, 0.1751, 0.1934, 0.1720, 0.1645, 0.4811, 0.4807]}

---

{"formula": "C3H6NO3", "method": "ωB97M-V/def2-TZVPD", "largest_force_ev_per_a": 4.111, "orbital_gap_ev": [10.20, 10.20], "total_charge": 1, "smiles": "C[C@@H]1CO[N+](=O)O1", "species": ["C", "C", "C", "O", "N", "O", "O", "H", "H", "H", "H", "H", "H"], "xyz": [[0.312237, -1.076566, -0.370931], [0.519976, 0.311483, 0.365161], [-0.529345, 1.456619, 0.252001], [0.287932, 2.572056, 0.230859], [1.562456, 2.331778, 0.044724], [2.368518, 3.156949, 0.029477], [1.745924, 0.949363, -0.025748], [-0.109208, -0.942053, -1.319148], [-0.326024, -1.786496, 0.248391], [1.284640, -1.631792, -0.574722], [0.799847, -0.019981, 1.430041], [-0.973778, 1.417829, -0.757804], [-1.380753, 1.632294, 0.956080]], "forces_ev_per_angstrom": [[1.0, -0.3, 1.4], [-0.4, -3.0, 2.8], [-1.0, -2.3, -1.5], [1.0, 3.5, 0.4], [-0.7, -2.2, 0.7], [-0.3, -1.0, -0.4], [1.2, 2.5, -1.1], [-0.9, 0.2, -1.4], [0.7, 1.2, -0.6], [-1.0, 1.0, 0.7], [-1.0, 0.9, -1.1], [0.0, -0.1, 0.3], [1.3, -0.5, 0.0]], "nbo_charge": [-0.6376, 0.0376, -0.1289, -0.2129, 0.7495, -0.0726, -0.2368, 0.2284, 0.2663, 0.2683, 0.2322, 0.2255, 0.2812]}

---

{"formula": "C3H10N4S2", "method": "ωB97M-V/def2-TZVPD", "largest_force_ev_per_a": 3.137, "orbital_gap_ev": [7.44, 7.44], "total_charge": 2, "species": ["C", "C", "C", "N", "N", "N", "N", "S", "S", "H", "H", "H", "H", "H", "H", "H", "H", "H", "H"], "xyz": [[0.944799, 0.802980, -1.965712], [2.463088, -0.186051, -0.356701], [0.081144, -2.380830, -0.016714], [1.866205, 0.361803, -1.384144], [-0.645103, 0.165803, -0.257118], [-1.674283, 0.861723, -0.278047], [-1.731728, 2.274747, 0.756137], [3.431513, 0.827459, 0.681690], [0.264567, -0.746816, 0.734704], [0.526301, 1.249741, -2.834495], [2.782913, -1.210516, -0.495221], [-0.938001, -2.731388, 0.136205], [0.768417, -3.050630, 0.496940], [0.301347, -2.341174, -1.079486], [-2.564194, 0.425977, -0.004614], [-0.906820, 2.370866, 1.351578], [-2.579383, 2.269679, 1.330638], [-1.785948, 3.060057, 0.102174], [4.143611, -0.160792, 1.231761]], "forces_ev_per_angstrom": [[-0.4, -0.9, 1.7], [0.9, -0.4, 1.3], [-0.1, 0.0, 0.2], [-0.7, 0.7, -1.1], [2.7, -0.7, -1.3], [-2.1, 1.3, -0.2], [-0.2, -0.1, 0.0], [-0.4, 0.2, -0.3], [0.0, -0.1, 0.0], [-0.2, 0.3, -0.6], [-0.1, -0.2, 0.0], [0.0, 0.1, 0.0], [0.1, 0.0, 0.0], [0.1, 0.1, -0.1], [0.3, 0.0, 0.3], [-0.1, 0.0, 0.0], [0.2, 0.0, 0.0], [0.0, -0.2, 0.1], [0.0, -0.2, 0.0]], "nbo_charge": [0.3877, -0.1527, -0.7710, -0.3109, -0.4986, -0.1879, -0.7195, 0.2252, 0.7820, 0.2907, 0.2794, 0.2764, 0.2745, 0.2550, 0.3921, 0.4212, 0.4342, 0.4364, 0.1858]}

---

{"formula": "C9H11O4S", "method": "ωB97M-V/def2-TZVPD", "largest_force_ev_per_a": 5.714, "orbital_gap_ev": 6.79, "total_charge": -1, "smiles": "CC1=C2C=[S@@](=O)([O-])OC(=O)C[C@H]1CC2", "species": ["C", "C", "C", "C", "S", "O", "O", "O", "C", "O", "C", "C", "C", "C", "H", "H", "H", "H", "H", "H", "H", "H", "H", "H", "H"], "xyz": [[0.181611, 2.137724, 0.740823], [-0.163233, 0.670320, 0.625061], [0.629037, -0.349106, 0.921916], [1.962078, -0.180918, 0.668120], [2.301306, 0.547145, -0.873723], [2.415673, 1.974362, -1.025646], [3.320030, -0.256796, -1.482762], [0.796645, 0.364718, -1.851522], [-0.161148, -0.521148, -1.741740], [0.089682, -1.659218, -2.035491], [-1.565178, -0.078887, -1.204312], [-1.564413, 0.147712, 0.277197], [-1.563147, -1.215435, 1.156711], [-0.071363, -1.675748, 0.990546], [0.054292, 2.537626, -0.364582], [1.289312, 2.199173, 0.620856], [-0.242904, 2.823291, 1.418182], [2.557815, -0.963898, 0.981365], [-1.700040, 0.850448, -1.765695], [-2.274727, -0.854748, -1.560468], [-2.435632, 0.848856, 0.474506], [-2.317517, -1.935945, 0.822636], [-1.841865, -0.976173, 2.224498], [0.283760, -2.163761, 1.918917], [0.019925, -2.269594, 0.064610]], "forces_ev_per_angstrom": [[2.0, -0.7, -5.3], [-3.3, 1.6, 2.3], [-1.4, 0.3, -0.7], [1.4, 2.0, -1.4], [0.3, -2.0, 1.0], [0.1, -0.3, -0.1], [0.5, 0.2, -0.7], [0.8, 2.4, 0.1], [-0.1, -1.2, 0.9], [-0.7, -1.3, -0.5], [1.0, -0.7, -2.1], [-0.4, -0.1, 1.7], [-0.2, 1.2, -0.4], [-1.4, 0.1, 1.2], [-0.5, -0.1, 1.9], [-0.9, 0.3, 1.5], [-0.8, 0.3, 1.1], [1.9, -1.4, -0.4], [-0.5, 0.1, 0.2], [0.2, 0.5, 0.2], [0.9, -0.8, 0.3], [0.2, 0.0, -0.2], [0.5, 0.0, -1.0], [-0.1, -0.4, -0.7], [0.3, 0.0, 0.8]], "nbo_charge": [-0.6875, -0.0463, -0.0508, -0.8089, 2.2965, -0.9419, -0.9450, -0.7660, 0.8230, -0.6201, -0.5064, -0.2380, -0.3810, -0.4635, 0.2051, 0.2685, 0.2009, 0.2171, 0.2196, 0.2122, 0.1908, 0.1878, 0.1930, 0.1976, 0.2434]}

---

{"formula": "C15H16N4", "method": "ωB97M-V/def2-TZVPD", "largest_force_ev_per_a": 3.312, "orbital_gap_ev": 8.52, "smiles": "CCCN(c1ccncc1)n1cc2ccccc2n1", "species": ["C", "C", "C", "N", "C", "C", "C", "N", "C", "C", "N", "C", "C", "C", "C", "C", "C", "C", "N", "H", "H", "H", "H", "H", "H", "H", "H", "H", "H", "H", "H", "H", "H", "H", "H"], "xyz": [[0.616471, 4.156271, -0.834059], [0.551999, 2.651270, -0.952565], [-0.599958, 2.080795, -0.134770], [-0.649367, 0.612849, -0.350308], [-1.756326, 0.099859, -1.008528], [-2.221794, -1.156543, -0.709792], [-3.303975, -1.683137, -1.390587], [-3.965057, -1.055430, -2.324727], [-3.574345, 0.186446, -2.671821], [-2.432666, 0.773826, -2.071540], [0.284008, -0.219968, 0.382822], [0.974058, -1.253420, -0.200434], [1.654393, -1.874018, 0.812112], [2.542656, -2.936391, 0.931446], [3.002100, -3.324084, 2.201191], [2.665021, -2.575363, 3.334435], [1.858261, -1.461944, 3.221109], [1.323659, -1.145636, 1.950626], [0.523007, -0.149781, 1.706595], [0.681132, 4.418193, 0.213612], [1.520256, 4.529642, -1.354988], [-0.246220, 4.639797, -1.263667], [1.491301, 2.254068, -0.595209], [0.461244, 2.348578, -2.012340], [-1.509192, 2.579705, -0.417004], [-0.484058, 2.276035, 0.940756], [-1.734229, -1.728906, 0.067790], [-3.660217, -2.645239, -1.034357], [-4.087199, 0.727153, -3.453563], [-2.099622, 1.709959, -2.454456], [0.962476, -1.467891, -1.231282], [2.845878, -3.476321, 0.026789], [3.663538, -4.172310, 2.296367], [3.063632, -2.868838, 4.295740], [1.639139, -0.849227, 4.084605]], "forces_ev_per_angstrom": [[0.9, 0.1, -0.4], [-0.2, 0.2, -0.3], [1.8, -0.8, 0.3], [0.6, 0.8, 0.9], [-0.2, -0.4, -0.8], [0.1, -0.6, 0.3], [0.5, -0.1, 1.0], [-1.2, 1.0, -1.3], [2.1, -0.7, 1.6], [-0.7, -0.8, 0.3], [-0.5, -0.3, -1.4], [-0.7, 1.1, 0.1], [0.2, -0.2, 0.0], [1.2, -1.9, 0.7], [-0.3, 0.3, -2.4], [-0.7, 1.1, 0.3], [0.6, -0.8, 0.5], [0.9, -0.2, 1.7], [-2.4, 2.1, -0.8], [0.1, 0.3, 0.3], [-0.5, 0.0, 0.3], [-0.4, 0.2, -0.2], [0.3, -0.4, 0.1], [-0.1, 0.0, 0.4], [-0.7, -0.4, -0.3], [0.2, -0.1, -0.2], [-0.1, -0.1, 0.0], [-0.2, -0.1, -0.4], [-0.2, -0.2, -0.1], [0.2, 0.7, 0.0], [-0.3, 0.0, -0.9], [0.0, 0.1, 0.5], [0.0, -0.1, -0.1], [0.0, 0.1, 0.1], [-0.1, 0.0, -0.1]], "nbo_charge": [-0.6068, -0.4020, -0.2182, -0.2604, 0.2042, -0.3078, 0.0621, -0.4477, 0.0510, -0.3110, 0.0206, -0.0455, -0.1094, -0.1946, -0.2281, -0.2158, -0.1953, 0.0919, -0.2726, 0.2050, 0.2152, 0.2010, 0.2065, 0.1993, 0.2164, 0.2215, 0.2249, 0.1900, 0.1988, 0.2146, 0.2269, 0.2117, 0.2154, 0.2152, 0.2228]}

---

{"formula": "C2H27O12", "method": "ωB97M-V/def2-TZVPD", "largest_force_ev_per_a": 8.915, "orbital_gap_ev": 9.69, "total_charge": -1, "species": ["C", "O", "C", "H", "H", "H", "H", "H", "H", "H", "O", "H", "H", "O", "H", "H", "O", "H", "H", "O", "H", "H", "O", "H", "H", "O", "H", "H", "O", "H", "H", "O", "H", "H", "O", "H", "H", "O", "H", "H", "O"], "xyz": [[0.372128, 3.535845, -0.671701], [-0.677141, 4.344017, -1.194336], [0.634833, 2.511386, -1.700425], [0.007319, 2.866291, 0.185764], [1.183318, 4.369417, -0.642105], [0.592429, 1.466089, -1.231219], [1.735892, 2.202997, -2.161669], [0.093535, 2.564831, -2.661930], [-3.539937, 2.117950, 3.221808], [-2.134369, 2.349019, 2.847014], [-2.839641, 2.854724, 3.128758], [0.438360, -2.547918, -0.333098], [1.582152, -3.139320, 0.446359], [1.452975, -2.994754, -0.459629], [-1.199778, -0.893421, 0.680775], [0.736741, -1.141788, 0.416366], [-0.011607, -1.514869, 0.733957], [-1.588427, 4.037623, -1.097623], [-2.960526, 2.559424, 0.724432], [-2.285497, 2.043083, 0.579523], [2.376344, -2.093024, -1.781256], [1.641496, -1.657392, -3.114664], [2.381569, -1.550120, -2.520178], [-2.243435, 0.993714, 0.523464], [-2.671271, -0.827099, 1.163413], [-2.230548, -0.562009, 0.430749], [-0.212427, -1.771844, 2.355044], [-1.117505, -2.666670, 3.011673], [-0.339776, -2.130500, 3.355922], [-2.319093, -2.476619, -1.825876], [-2.102431, -0.808264, -1.615151], [-2.332445, -1.576786, -2.269479], [4.206831, 2.896564, -0.956805], [3.806095, 1.777780, -1.835472], [4.522976, 2.093397, -1.163871], [2.071741, -1.793251, 3.515644], [3.145536, -0.862822, 3.829637], [2.991400, -1.554335, 3.265929], [-1.517271, -3.482776, -2.731322], [-0.301078, -4.094378, -1.897596], [-1.351266, -3.980410, -1.987703]], "forces_ev_per_angstrom": [[-0.5, 1.0, -0.2], [-0.8, 1.3, 0.0], [3.8, -5.0, -2.3], [0.9, 2.1, -0.2], [-0.9, -2.0, 1.0], [-1.0, 1.2, -0.8], [-1.8, 1.9, 1.3], [-0.3, 0.1, 0.9], [1.5, 2.0, -0.1], [2.7, -1.4, -1.4], [-4.4, -0.3, 1.7], [2.7, -0.9, 0.1], [0.7, -0.5, 2.0], [-2.8, 0.4, -2.3], [-0.1, 0.0, -1.1], [3.5, 2.4, -1.1], [-4.4, -1.6, 2.0], [0.6, -0.7, 0.4], [-6.0, 3.2, 1.4], [7.2, -4.9, -1.8], [-0.9, -2.0, 2.3], [-0.3, -0.4, 0.5], [1.1, 2.7, -2.9], [-1.2, 1.6, 0.1], [-2.6, -1.3, 3.4], [2.8, 1.5, -2.6], [0.9, -0.3, 1.8], [1.2, 0.4, 1.4], [-1.6, -0.2, -3.4], [0.1, 2.4, 0.4], [-0.8, -2.8, -1.2], [0.3, 1.0, 1.1], [-1.6, 4.7, 1.4], [2.0, 0.5, 1.8], [-0.4, -5.2, -3.2], [0.5, -0.1, -0.5], [1.0, 2.9, 2.1], [-1.6, -2.8, -1.6], [0.1, 1.6, -3.0], [-3.5, 0.7, -0.3], [3.9, -3.0, 3.0]], "nbo_charge": [-0.1165, -0.7620, -0.6489, 0.2286, 0.1805, 0.2224, 0.1733, 0.2303, 0.4568, 0.4791, -0.9374, 0.5149, 0.4714, -1.0581, 0.5039, 0.4658, -1.1435, 0.4838, 0.4641, -1.0688, 0.5036, 0.4666, -0.9842, 0.5221, 0.4534, -1.0282, 0.5111, 0.4519, -1.0268, 0.4879, 0.5178, -1.0283, 0.4509, 0.4762, -0.9264, 0.4875, 0.4519, -0.9404, 0.4723, 0.5081, -0.9666]}

---

{"formula": "C5H10", "method": "ωB97M-V/def2-TZVPD", "largest_force_ev_per_a": 0.190, "orbital_gap_ev": 10.96, "smiles": "C=CC.C=C", "species": ["C", "C", "C", "H", "H", "H", "H", "H", "H", "C", "C", "H", "H", "H", "H"], "xyz": [[-0.229636, -1.705846, 0.774700], [-1.234809, -0.834296, 0.787331], [-1.129036, 0.592426, 1.240879], [0.767995, -1.423135, 1.107380], [-0.363769, -2.731733, 0.442439], [-2.220578, -1.162400, 0.454342], [-1.709355, 0.754030, 2.157829], [-1.526511, 1.277685, 0.482568], [-0.088689, 0.872637, 1.432136], [1.847250, 0.592614, -1.176817], [0.679435, 0.859188, -1.749603], [2.690096, 1.276714, -1.238322], [2.005060, -0.330170, -0.622965], [-0.153961, 0.164287, -1.674416], [0.510438, 1.776820, -2.308052]], "forces_ev_per_angstrom": [[-0.1, 0.1, 0.0], [0.1, -0.1, 0.0], [0.0, 0.0, 0.0], [-0.2, 0.0, 0.0], [0.0, 0.2, 0.0], [0.1, 0.0, 0.0], [0.1, 0.0, -0.1], [0.1, -0.1, 0.1], [-0.2, -0.1, 0.0], [-0.1, 0.0, -0.1], [0.1, 0.0, 0.1], [-0.1, -0.1, 0.0], [0.0, 0.1, -0.1], [0.1, 0.1, 0.0], [0.1, -0.1, 0.1]], "nbo_charge": [-0.4132, -0.1676, -0.6521, 0.1873, 0.2003, 0.1932, 0.2187, 0.2176, 0.2167, -0.3916, -0.3878, 0.1930, 0.1930, 0.2004, 0.1922]}